Record 1
DFT (ωB97M-V/def2-TZVPD) results for a 10-piece molecular cluster, C32H48N8O12S2 overall at a distorted geometry.

Last column: Mulliken charge in e.
Atoms and positions in Å:
H -1.05 2.54 3.53  0.129
H 5.17 4.59 1.45  0.426
C 0.15 -0.97 0.19  -1.063
H 7.91 1.51 -0.64  0.382
H -0.39 -8.85 -0.69  0.245
H 2.81 -2.30 0.84  0.068
H 3.84 0.43 -0.72  0.466
O 0.29 4.32 2.64  -0.450
O -3.75 6.14 -1.70  -0.563
N -0.51 -7.86 -0.88  -0.284
H -5.02 -0.21 -0.20  0.048
H 0.28 4.74 -2.54  0.262
C -1.18 -0.65 0.42  -0.157
H 0.21 -5.39 -2.00  0.394
C 3.15 -5.16 2.62  -1.147
H 0.39 -1.89 -0.30  0.562
H -1.72 -5.23 4.02  0.368
C 4.69 0.69 1.24  -0.403
C -3.09 -4.04 -5.30  -0.356
H -0.75 2.57 0.92  0.835
H 4.70 7.69 -1.45  0.368
H -1.38 -7.59 -1.31  0.197
O 1.24 -3.89 1.72  -0.524
H -3.81 -4.83 -5.09  0.312
H 5.88 1.05 -1.85  0.367
C -5.12 0.81 -0.60  -0.407
N 3.22 -3.05 1.38  -0.228
H 0.96 5.89 4.24  0.232
H 2.91 -5.17 3.69  0.310
H 2.49 6.72 -2.02  0.354
C -1.31 3.46 4.04  -0.750
H -3.04 -3.59 -6.29  0.319
N 0.26 5.27 4.62  -0.431
C -0.58 5.31 -2.20  -0.215
C -1.39 0.71 0.60  -0.690
N 2.53 5.26 -0.54  -0.064
O -3.72 3.72 -1.19  -0.354
H 3.76 0.49 1.77  0.488
H 7.77 1.51 2.06  0.402
H -2.01 -1.34 0.33  0.565
C -3.50 -3.08 1.45  -0.171
H -2.43 0.91 0.82  0.379
O -7.43 1.10 0.00  -0.672
H 3.07 3.76 0.70  0.230
H -3.34 -4.62 0.08  0.426
H -1.54 3.10 5.04  0.377
C -0.16 -5.61 -1.00  -0.192
H 0.08 4.82 -0.13  -0.049
C 0.93 1.16 0.65  0.097
H 0.06 5.22 5.61  0.195
C 4.73 0.67 -0.16  0.081
H 1.78 1.83 0.72  -0.100
S -2.99 4.90 -1.51  0.866
C -2.28 -4.63 3.32  -0.327
H -3.88 -2.46 0.64  0.478
O -1.75 4.70 -2.60  -0.391
H 2.87 -6.18 2.38  0.258
H -6.42 1.32 -2.89  0.218
C -1.80 -4.92 -5.16  -0.322
N 1.23 -0.12 0.25  0.056
H 4.22 -3.18 1.47  0.168
C 5.94 0.93 -0.77  -0.556
C -0.20 4.39 3.73  0.497
H 4.23 -5.26 2.54  0.347
C 2.44 -3.97 1.98  0.749
C 4.61 5.17 0.74  -0.866
C -3.21 -2.56 2.71  -0.231
H -1.28 -4.97 -6.12  0.256
H -2.14 3.78 3.41  0.236
H -2.20 -6.19 1.71  0.363
H 0.21 -4.85 -0.31  -0.168
H -4.52 1.09 -1.46  0.249
O -1.88 5.00 -0.28  -0.312
H 6.01 6.76 0.41  0.394
C 5.08 6.29 0.12  -0.246
O -2.98 -3.06 -4.23  -0.381
O -1.46 -2.26 -2.47  -0.181
O -1.01 -4.17 -4.18  -0.327
C -3.18 -4.38 1.12  -0.378
N -2.59 -3.32 3.64  -0.607
N 5.82 0.93 2.01  -0.594
C 3.06 6.37 -1.18  -0.289
C 7.04 1.29 -0.03  -0.235
O -1.12 -1.67 -4.98  -0.572
C -6.63 1.01 -0.92  0.474
C -0.35 1.58 0.74  -0.586
C 4.35 6.85 -0.88  -0.533
H -0.47 6.51 -0.32  0.259
C -2.48 -5.19 2.02  -0.330
S -1.44 -2.58 -3.89  0.981
C -0.61 5.48 -0.66  0.207
C 0.27 -6.96 -0.54  0.532
H -0.56 6.26 -2.74  0.274
N -7.04 1.09 -2.13  -0.347
H -2.08 -5.93 -4.87  0.276
H -4.91 1.42 0.28  0.237
C 3.37 4.74 0.36  0.215
H -3.33 -1.49 2.87  0.417
H -1.22 -5.42 -1.16  -0.009
C 6.96 1.28 1.38  -0.399
O 1.27 -7.12 0.12  -0.687
H -8.04 0.98 -2.23  0.252

Lowest unoccupied orbital energy, eV: -0.1
Maximum force, Eh/bohr: 0.1722
Kohn-Sham gap, Eh: 0.33147
Electronic energy, hartree: -3385.308062
E_HOMO, eV: -9.08
Total charge: 0
SMILES: O=S1(=O)OCCO1.O=S1(=O)OCCO1.c1ccncc1.c1ccncc1.c1ccncc1.c1ccncc1.CC(N)=O.CC(N)=O.CC(N)=O.CC(N)=O
Multiplicity: 1

***

Record 2
DFT (ωB97M-V/def2-TZVPD) results for a 8-piece molecular cluster, C32H48O13S overall at a distorted geometry.

Last column: Mulliken charge in e.
Atoms and positions in Å:
C -5.99 0.33 -3.37  -0.487
O -2.45 -0.22 6.59  -0.304
H -3.33 0.57 8.18  0.275
C -3.34 -1.57 8.22  -0.487
H 3.03 5.19 7.51  0.280
H -0.87 8.01 -3.21  0.257
H 5.46 0.60 -6.74  0.293
C 4.26 -4.72 0.96  -0.486
H 3.11 -1.29 -7.79  0.211
H 5.31 3.34 6.51  0.266
H -1.71 -3.01 7.75  0.256
H -0.63 2.34 0.91  0.331
H -3.98 -6.54 -3.09  0.360
C 3.32 0.40 -6.59  -0.508
O -0.56 8.26 -0.23  -0.367
H 4.24 -3.63 0.85  0.257
H 0.14 -1.26 -0.40  0.337
C 2.78 4.21 5.51  -0.581
C -2.97 -6.42 -6.29  -0.329
H -5.58 2.00 -2.00  0.239
H 3.13 0.97 -7.51  0.383
H -1.84 1.05 1.08  0.344
O 4.12 -5.30 3.22  -0.338
H -6.79 -1.71 -3.22  0.216
O 3.59 5.84 3.80  -0.618
O -7.52 0.87 -0.19  -0.550
H 1.82 4.59 5.14  0.288
H -7.18 2.09 -2.57  0.253
C 3.82 5.07 4.78  0.645
H 3.10 3.42 7.43  0.279
H -3.65 -1.49 9.27  0.324
H -6.43 0.49 -4.35  0.322
H -5.20 -1.55 -2.30  0.249
C -1.64 -1.26 6.74  0.539
C -0.93 7.38 -1.22  0.465
H -3.33 -6.19 -7.28  0.331
C 3.99 -1.69 -5.93  0.485
C 3.33 -5.29 2.00  -0.333
O -6.84 -0.83 -1.53  -0.383
H 4.58 1.27 -5.20  0.269
O 4.89 -0.85 -5.47  -0.353
H -4.03 -2.29 7.78  0.245
H 2.66 3.17 5.20  0.274
H -0.99 -6.29 -7.00  0.355
H -4.86 -6.41 -5.26  0.361
C -0.85 1.29 0.70  -0.935
C 0.40 9.20 -0.71  -0.326
C 4.82 4.30 6.65  -0.346
C 4.66 0.54 -6.01  -0.309
O 0.10 1.24 -1.73  -0.655
C -1.84 -6.62 -3.68  -0.534
O 3.92 -2.85 -5.52  -0.624
H 6.45 -4.41 1.20  0.312
H 4.00 -5.07 -0.04  0.344
C 3.39 4.34 6.92  -0.426
H 1.09 9.25 0.13  0.271
O -0.86 -1.62 5.83  -0.628
C -1.05 -6.54 -4.82  -0.286
H -4.96 0.54 -3.63  0.240
H 2.60 0.62 -5.81  0.174
C -6.09 -1.06 -2.69  -0.265
H -1.36 -6.75 -2.72  0.380
H -0.22 0.59 1.26  0.324
H 6.01 -5.96 0.84  0.235
C -6.96 0.55 -1.19  0.444
C 5.67 -5.13 1.47  -0.504
H -1.20 -1.64 -1.57  0.326
H 1.89 8.30 -2.10  0.298
C -3.43 -0.27 7.50  -0.454
C -1.93 -1.97 8.01  -0.331
H 2.58 -4.52 2.16  0.231
C 2.93 -0.99 -6.76  -0.303
H -1.51 -1.22 0.20  0.320
O 4.93 5.10 5.48  -0.325
H 0.83 9.55 -2.70  0.236
H 5.33 4.75 7.50  0.265
C -1.61 -6.46 -6.13  -0.354
O -1.86 6.59 -1.05  -0.604
C -3.79 -6.41 -5.13  -0.369
C 5.39 -5.36 2.97  0.578
H -1.34 -1.58 8.83  0.245
H 1.93 -1.27 -6.43  0.282
C -0.89 -1.08 -0.69  -0.952
H 0.02 -6.65 -4.82  0.355
H 2.81 -6.22 1.81  0.292
C -3.22 -6.50 -3.85  -0.266
S -1.11 0.75 -0.98  0.561
H -0.19 10.12 -0.79  0.226
H -4.45 -0.04 7.18  0.318
H 0.32 6.71 -2.76  0.231
C 0.87 8.69 -2.04  -0.449
C -0.15 7.65 -2.47  -0.240
O 6.32 -5.50 3.74  -0.588
C -6.41 1.36 -2.31  -0.278

Lowest unoccupied orbital energy, eV: 0.2
Maximum force, Eh/bohr: 0.1035
Kohn-Sham gap, Eh: 0.33436
Electronic energy, hartree: -2624.304138
E_HOMO, eV: -8.86
Total charge: 0
Multiplicity: 1

***

Record 3
DFT (ωB97M-V/def2-TZVPD) results for a 9-piece molecular cluster, C32H48O28S overall at a distorted geometry.

Last column: Mulliken charge in e.
Atoms and positions in Å:
C -4.84 -0.58 -0.42  -1.974
H -1.28 -2.65 2.82  -0.156
C -1.32 2.86 2.78  -1.378
C -2.31 3.94 -0.90  1.478
H -3.02 -1.18 1.03  -0.857
O 4.54 -0.02 -0.86  -0.212
O -4.64 0.19 4.17  -0.603
H -1.28 0.26 1.92  -0.383
C 2.28 -0.28 2.45  2.374
H 5.90 3.69 -2.26  0.431
C 2.56 -3.64 -4.17  0.544
C 3.78 1.07 -1.27  1.176
H 3.06 0.91 -0.57  -1.235
O -5.24 -2.97 0.18  -0.413
H 1.53 -2.97 2.24  0.201
H 1.08 -1.38 -3.46  0.100
O -2.57 -2.11 -4.32  -0.408
C 5.37 2.83 -2.34  -1.489
H 0.46 3.74 -1.35  0.120
H -1.31 3.10 3.85  0.545
H 3.90 3.17 -0.39  0.141
C -0.40 -3.27 3.11  1.776
H -2.59 1.70 1.31  -0.562
H 0.23 -2.86 1.11  -0.611
H 1.31 -0.43 2.33  -0.387
H 0.73 -3.07 -1.88  -0.028
H 5.92 1.94 -2.69  0.370
O -3.21 4.90 -0.36  -0.431
C 4.62 2.31 -1.09  0.865
H -2.85 3.29 -1.71  -0.115
H -0.45 -3.49 5.41  0.282
H 2.65 0.24 1.37  -1.152
O -3.34 -3.28 1.10  -0.340
H 4.64 2.89 -3.14  0.359
O 6.35 -0.32 0.41  -0.720
H -5.75 -0.38 -0.81  0.599
O -3.42 6.99 -0.02  -0.643
H 0.23 -1.94 4.69  0.225
O 5.56 1.69 -0.13  -0.337
H -2.21 1.82 -3.17  0.015
H 0.43 5.15 -0.15  0.313
C -1.72 0.08 -4.35  1.192
H -1.41 -1.35 -2.75  -0.356
H 1.07 -3.52 4.62  0.509
H -2.87 -0.68 -2.74  -0.184
C 0.13 -3.08 4.47  -1.546
C 1.79 -3.01 -2.18  1.223
C 5.52 0.43 -0.15  0.637
O -0.41 -6.63 2.39  -0.657
S -0.06 0.59 -0.68  -0.009
H 4.31 1.79 3.51  0.363
C 3.31 -1.07 4.13  0.476
H -0.05 2.78 2.73  -0.210
H -4.09 0.09 -0.65  0.242
O -1.51 0.57 -0.77  -0.310
C -1.29 4.82 -1.49  0.567
H 0.82 5.17 -1.93  0.348
O 0.42 1.55 0.31  -0.170
C 0.58 -3.31 2.07  0.425
O 0.46 0.90 -2.02  -0.680
C 2.79 -3.02 -0.97  -1.837
H -1.46 4.69 -2.54  0.243
C -2.20 -1.00 -3.44  1.061
H 2.73 -3.86 -0.47  0.769
H 2.88 2.58 4.25  0.332
O -5.01 -4.77 1.19  -0.613
C -2.35 -1.67 -5.51  0.371
C -0.22 -5.43 2.49  0.527
H 2.66 -1.10 -2.90  0.239
H 1.46 1.24 3.85  0.306
C 1.96 -1.74 -3.15  -0.016
C -4.30 -2.01 -0.31  1.232
H -2.05 -2.10 -0.11  -0.210
C -4.55 -3.75 0.87  0.438
H 3.64 -2.86 -1.48  0.605
O 0.35 -0.72 -0.19  -0.955
H 3.48 1.01 -2.47  0.137
H -3.55 1.48 -4.23  0.353
O -2.63 -0.29 3.46  -0.455
C 2.36 0.81 3.47  0.310
H -4.14 -2.39 -1.39  0.124
H 2.58 -2.29 -0.15  0.044
O -1.00 -4.63 3.10  -0.443
O 2.43 -2.40 -4.32  -0.423
O 2.94 0.04 4.58  -0.371
C 0.19 4.71 -1.13  -1.039
C -2.80 6.10 -0.53  0.635
O 0.71 -4.74 1.78  -0.472
H -5.24 -0.14 0.49  0.441
C -2.47 1.48 -4.12  -1.244
O -1.74 6.09 -1.26  -0.423
H -0.92 0.77 3.40  0.830
H -2.03 3.35 -0.08  -1.022
C 3.27 2.02 3.25  -1.237
O -2.51 -2.30 -6.55  -0.687
O -1.85 -0.46 -5.60  -0.469
C -3.64 0.48 3.59  0.189
O 2.86 -4.46 -5.12  -0.731
H -0.69 0.37 -4.10  -0.092
C -3.06 -2.09 0.43  1.290
H 2.89 2.50 2.30  0.175
O 2.02 -4.02 -3.10  -0.426
H -1.87 3.75 2.39  0.304
O 4.01 -1.92 4.71  -0.720
O -3.34 1.79 3.07  -0.483
C -1.70 0.41 2.77  -0.063
C -2.25 1.77 2.33  2.254
O 3.02 -1.33 2.90  -0.516
H -1.76 2.07 -4.74  0.396

Lowest unoccupied orbital energy, eV: 3.5
Maximum force, Eh/bohr: 0.1702
Kohn-Sham gap, Eh: 0.27903
Electronic energy, hartree: -3752.916532
E_HOMO, eV: -4.07
Total charge: -2
Multiplicity: 1

***

Record 4
DFT (ωB97M-V/def2-TZVPD) results for C32H48P2Sc as an isolated structure at a distorted geometry.

Last column: Mulliken charge in e.
Atoms and positions in Å:
H -2.33 4.25 -3.17  0.403
C -1.24 4.30 1.84  -1.519
H 0.17 -2.94 -3.85  0.437
H 0.94 4.54 0.15  0.327
H 2.57 -0.11 1.25  0.041
H 2.51 3.82 0.54  0.378
H 2.08 -0.89 -0.26  -1.472
C -2.59 -0.82 2.43  -0.007
P -0.83 2.37 -2.90  0.681
C -2.87 -1.60 3.54  0.378
H -2.37 -2.17 -4.15  0.414
C -2.96 -3.09 5.90  -0.426
H -2.72 1.66 -4.32  0.432
C 2.46 -3.54 0.44  -0.689
H -3.06 -0.85 -3.14  0.382
H -1.04 4.35 -4.40  0.408
H 1.46 3.03 -0.66  0.190
H 3.13 -3.93 -1.99  0.304
H -2.20 -2.22 -2.36  0.353
C -3.90 -1.36 4.47  -0.424
C -1.77 2.03 4.03  -1.160
H -1.06 -2.63 3.09  0.536
H 0.33 -3.83 0.64  0.488
H -1.12 -4.00 5.20  0.400
C 3.73 -3.04 -1.76  -0.826
C -1.92 -3.29 4.99  -0.696
C -2.09 -0.23 1.44  -0.486
H 1.41 3.23 -3.09  0.513
H -2.14 3.99 1.24  0.285
H -4.61 -0.54 4.28  0.463
C 0.40 1.09 2.90  0.674
H 3.23 1.51 0.86  0.382
H -2.46 1.21 3.80  0.035
C 1.47 3.59 0.29  -1.544
H -4.73 -1.87 6.38  0.384
H -1.57 4.78 2.77  0.400
H 3.28 0.90 2.53  0.403
C -0.63 2.09 3.05  0.775
C 3.39 -1.88 -2.67  -0.396
H 0.68 -0.39 -1.08  -0.356
H -0.31 -2.31 -0.99  0.056
H 2.82 -4.31 1.13  0.477
C 0.34 -1.93 -4.26  -1.406
H 1.46 1.49 -3.37  -0.195
C 2.51 -0.88 -2.37  -0.641
C 1.31 1.55 1.89  1.114
H 0.98 -3.04 -2.01  0.180
H -1.81 -0.27 -5.50  0.571
C -2.24 -1.57 -3.24  -1.625
H 0.93 2.57 -4.69  0.488
H 0.40 0.21 4.84  0.358
H -1.45 2.43 -5.36  0.442
H -0.72 4.79 -2.69  0.352
C 1.17 -3.33 0.12  -0.750
H 3.96 -1.85 -3.61  0.411
C -1.87 -2.56 3.81  -0.225
H 4.49 -2.93 0.35  0.521
C 0.79 -2.48 -1.07  0.206
C -1.63 1.71 -4.53  -1.109
C -3.94 -2.11 5.66  -0.527
H -0.69 5.05 1.27  0.411
H 1.54 -0.55 3.73  0.417
C -1.26 4.10 -3.35  -1.336
C 2.65 0.93 1.61  -1.307
C 1.51 -1.11 -1.17  2.184
H 3.32 -1.71 -0.12  0.096
C 0.56 -0.08 3.79  -1.582
H -1.43 1.91 5.07  0.341
H -0.16 0.41 -5.55  0.433
Sc -0.88 1.34 0.77  0.675
C 0.83 2.81 1.38  0.293
H -2.32 2.98 4.00  0.399
C 0.90 2.40 -3.60  -1.026
C 3.55 -2.78 -0.23  -0.504
P -0.64 -0.65 -3.36  1.075
H 1.41 -1.71 -4.13  0.217
C -1.08 0.33 -4.92  -1.122
H 2.55 0.16 -2.80  0.178
C -0.34 3.16 2.14  0.219
H -0.20 -0.82 3.54  0.045
H -2.98 -3.68 6.81  0.394
H 0.15 -1.94 -5.34  0.492
H 4.82 -3.24 -1.86  0.443

Lowest unoccupied orbital energy, eV: -3.4
Maximum force, Eh/bohr: 0.0763
Kohn-Sham gap, Eh: 0.27543
Electronic energy, hartree: -2691.194861
E_HOMO, eV: -10.87
Total charge: +1
Multiplicity: 1

***

Record 5
DFT (ωB97M-V/def2-TZVPD) results for C32H49N2PS4Sb2V as an isolated structure.

Last column: Mulliken charge in e.
Atoms and positions in Å:
H -3.38 -5.27 1.34  0.511
C -0.41 -1.64 -2.44  0.174
H 1.51 -3.89 1.54  0.228
H -1.82 0.66 3.64  -0.107
C 3.57 1.94 -3.63  -0.512
C -1.16 3.40 -3.57  -0.894
C 1.13 -1.62 4.08  -1.449
H 0.76 0.29 -4.55  0.370
V -0.15 0.23 0.46  1.593
C -3.92 3.11 -3.55  -0.864
C -2.59 -1.39 3.72  1.972
H 2.07 -1.97 4.52  0.495
C 0.99 1.43 -2.74  0.452
H -2.70 -1.94 -5.59  0.378
H -0.11 -3.74 -2.68  0.391
C -2.45 2.64 1.74  -0.928
P -0.67 1.03 -2.09  0.936
H -0.61 1.99 2.50  0.288
H -4.58 0.87 0.26  0.252
H -2.91 0.33 5.00  0.452
H -3.54 -2.02 5.54  0.491
H -2.30 -2.35 -0.72  0.083
H -3.80 -0.30 2.27  0.009
H -0.50 2.65 1.07  0.248
H -4.35 -1.95 2.54  0.305
C -3.35 4.22 -4.15  -0.580
C -3.22 2.43 0.45  -0.091
C -1.97 4.37 -4.16  -0.585
H -3.39 -3.74 -0.64  0.519
H -1.90 -2.65 5.37  0.263
H -3.57 1.29 -2.50  0.446
H -2.47 -4.87 2.80  0.294
C 1.68 -2.96 2.09  -1.082
N -1.11 2.05 1.62  -0.328
Sb -1.14 -1.85 2.12  1.303
H 2.65 -3.02 2.59  0.551
C -0.61 -2.87 -3.08  -0.561
C -2.10 -3.56 1.08  2.073
H -4.99 2.98 -3.55  0.399
H 1.38 -0.69 3.55  0.042
H -2.59 2.77 -0.37  -0.137
H 4.60 2.10 -3.95  0.365
H -0.09 3.52 -3.58  0.379
H -1.50 -5.15 -0.23  0.560
H -3.14 0.58 -0.50  -0.357
C -3.00 -4.43 1.95  -1.897
H -1.52 5.23 -4.62  0.390
H -3.22 -3.36 4.44  0.242
C -3.11 2.15 -2.96  0.058
C -2.81 -2.42 4.82  -1.791
C 1.86 2.20 -1.97  -0.329
H -2.40 3.72 1.97  0.425
C -2.07 -1.86 -4.72  -0.782
H -1.24 -0.25 5.03  0.340
N -3.58 1.03 0.29  -0.019
C 2.70 1.18 -4.41  -0.773
C -2.10 -0.09 4.38  -1.657
C 3.15 2.45 -2.41  -0.786
H -3.72 -2.29 0.33  0.179
H 3.04 0.76 -5.35  0.373
H 1.77 -2.15 1.36  -0.265
C -1.43 -2.98 -4.19  -0.755
C -1.87 -0.62 -4.11  -0.228
H -2.98 2.16 2.57  0.257
C -2.92 -2.94 -0.05  -1.588
H -4.11 3.07 0.43  0.389
C -1.02 -4.45 0.46  -1.668
H -0.51 -5.04 1.22  0.324
C -1.07 -0.51 -2.98  -0.181
H 3.85 2.95 -1.75  0.416
H 1.57 2.54 -0.99  0.346
H 0.44 -1.40 4.90  0.295
H -3.98 4.97 -4.61  0.348
H -0.28 -3.87 -0.09  0.086
C -1.72 2.28 -2.95  0.174
H 1.27 -4.41 4.23  0.501
C -3.92 -1.08 3.03  -1.575
S 5.15 2.57 0.74  -0.825
S 1.70 1.13 1.34  -0.621
S 0.66 -1.50 -1.07  -0.653
H -1.57 -3.95 -4.66  0.338
H -2.34 0.26 -4.53  0.418
H -3.87 -3.90 2.33  0.322
S 4.72 -0.52 3.00  -0.813
C 1.42 0.92 -3.96  -0.161
H -0.26 -3.79 4.83  0.238
H -0.21 -4.73 3.33  0.189
H -4.64 -0.73 3.78  0.511
C 0.32 -3.98 3.92  -1.573
Sb 4.29 0.41 0.91  0.109
C 0.60 -2.69 3.14  1.321

Lowest unoccupied orbital energy (spin up / spin down), eV: 3.7 / 3.7
Maximum force, Eh/bohr: 0.0123
Kohn-Sham gap (spin up / spin down), Eh: 0.13961 / 0.14260
Electronic energy, hartree: -4716.959575
E_HOMO (spin up / spin down), eV: -0.07 / -0.16
<S²>: 3.79
Total charge: -2
Multiplicity: 4

***

- The highest total charge belongs to which entry?
  C32H48P2Sc